A.
Formula: C4H6ClNO
Source: the OMol25 dataset
Level of theory: ωB97M-V with the def2-TZVPD basis set

Output
SMILES: C=CC/C(Cl)=N\O
gap between HOMO and LUMO: 10.55 eV
HOMO energy: -9.86 eV
lowest unoccupied orbital energy: 0.7 eV

Geometry as ORCA input:
```
! RIJCOSX wB97M-V def2-TZVPD def2/J DEFGRID3
* xyz 0 1
C -1.420 -0.144 0.583
C -0.493 0.047 -0.358
C 0.860 0.812 -0.408
C 1.512 1.338 0.824
Cl 1.237 3.022 1.149
N 2.045 0.787 1.832
O 2.192 -0.595 1.854
H -1.275 0.185 1.512
H -2.432 -0.624 0.425
H -0.770 -0.337 -1.474
H 1.567 0.233 -0.868
H 0.879 1.669 -1.080
H 2.256 -0.888 0.930
*
```

***

B.
Formula: C4H6ClNO
Source: the OMol25 dataset
Level of theory: ωB97M-V with the def2-TZVPD basis set

Output
gap between HOMO and LUMO (spin up / spin down): 9.33 / 7.02 eV
HOMO energy (spin up / spin down): -10.58 / -8.91 eV
lowest unoccupied orbital energy (spin up / spin down): -1.2 / -1.9 eV

Geometry as ORCA input:
```
! RIJCOSX wB97M-V def2-TZVPD def2/J DEFGRID3
* xyz 0 1
C -2.371 -1.384 -0.196
C 1.769 0.792 -0.996
C 0.967 0.289 0.243
C -2.188 -0.780 1.036
N -2.569 -1.937 -1.195
O 0.245 -0.772 0.200
Cl -2.188 0.907 1.162
H 1.664 0.146 -1.855
H 1.658 1.875 -1.294
H 2.882 0.822 -0.730
H 0.516 1.237 0.741
H 1.856 0.194 0.979
H -2.241 -1.388 1.904
*
```

***

Which of them is most stable? Easy: A.

***

A.
Formula: C3H9N2OP
Source: the OMol25 dataset
Level of theory: ωB97M-V with the def2-TZVPD basis set

Output
gap between HOMO and LUMO: 9.74 eV
HOMO energy: -8.91 eV
lowest unoccupied orbital energy: 0.8 eV

Geometry as ORCA input:
```
! RIJCOSX wB97M-V def2-TZVPD def2/J DEFGRID3
* xyz 0 1
C 1.176 0.325 0.037
C -0.170 0.838 -0.304
C -0.398 0.525 -1.803
N 0.873 -0.636 1.643
N -1.157 0.407 0.719
O -0.859 -2.281 1.045
P -0.752 -0.806 1.848
H 1.585 -0.612 -0.428
H 1.851 0.936 0.559
H -0.230 2.006 -0.209
H -0.318 -0.535 -1.940
H 0.268 1.105 -2.444
H -1.398 0.949 -1.892
H 1.517 -0.046 2.284
H -2.018 0.215 0.264
H 0.032 -2.389 0.621
*
```

***

B.
Formula: C3H9N2OP
Source: the OMol25 dataset
Level of theory: ωB97M-V with the def2-TZVPD basis set

Output
SMILES: C[C@@H]1CNP(O)N1
gap between HOMO and LUMO: 9.61 eV
HOMO energy: -8.76 eV
lowest unoccupied orbital energy: 0.9 eV

Geometry as ORCA input:
```
! RIJCOSX wB97M-V def2-TZVPD def2/J DEFGRID3
* xyz 0 1
C 1.919 -0.733 0.086
C 0.627 -0.047 -0.460
C 0.166 1.111 0.338
N -1.514 1.279 -0.080
P -2.111 -0.223 -0.519
O -2.666 -0.689 0.945
N -0.571 -0.966 -0.592
H 2.220 -0.574 1.163
H 2.817 -0.505 -0.449
H 1.543 -1.780 0.045
H 0.774 0.144 -1.500
H 0.178 0.987 1.442
H 0.701 2.078 0.015
H -1.730 2.010 -0.772
H -1.917 -0.387 1.619
H -0.436 -1.704 -1.281
*
```

***

C.
Formula: C3H9N2OP
Source: the OMol25 dataset
Level of theory: ωB97M-V with the def2-TZVPD basis set

Output
gap between HOMO and LUMO (spin up / spin down): 7.86 / 8.44 eV
HOMO energy (spin up / spin down): -7.87 / -8.12 eV
lowest unoccupied orbital energy (spin up / spin down): 0.0 / 0.3 eV

Geometry as ORCA input:
```
! RIJCOSX wB97M-V def2-TZVPD def2/J DEFGRID3
* xyz 0 1
C -1.148 0.851 0.460
C 1.194 1.500 -0.920
C -2.240 -0.037 0.086
N 2.318 -0.589 0.826
N 0.366 -1.246 -0.898
O -0.185 0.160 1.265
P 0.920 0.059 0.032
H -1.140 1.889 0.362
H 0.994 2.462 -0.337
H -3.137 0.197 0.532
H -2.024 -1.007 0.331
H -2.314 0.042 -0.957
H 2.928 0.172 1.005
H 2.193 -1.502 1.172
H 0.227 -0.988 -1.875
H 1.048 -1.962 -1.084
*
```

***

D.
Formula: C3H9N2OP
Source: the OMol25 dataset
Level of theory: ωB97M-V with the def2-TZVPD basis set

Output
SMILES: [H]/N=[N+](\[O-])P(=C)(C)C
gap between HOMO and LUMO (spin up / spin down): 8.71 / 8.71 eV
HOMO energy (spin up / spin down): -8.28 / -8.28 eV
lowest unoccupied orbital energy (spin up / spin down): 0.4 / 0.4 eV

Geometry as ORCA input:
```
! RIJCOSX wB97M-V def2-TZVPD def2/J DEFGRID3
* xyz 0 1
H -1.341 -0.557 -3.259
N -1.098 0.036 -2.448
N -1.081 -0.499 -1.308
O -1.458 -1.537 -0.852
P 0.246 -0.163 0.220
C 1.448 -1.359 0.595
C -0.857 0.247 1.694
C 0.922 1.521 -0.331
H 2.017 -1.917 -0.128
H 1.071 -2.204 1.265
H -1.729 -0.297 1.551
H -0.233 -0.025 2.576
H -1.147 1.345 1.525
H 1.059 2.116 0.623
H 1.952 1.541 -0.643
H 0.232 1.753 -1.080
*
```

***

Which of them is most stable? Easy: B.

***

A.
Formula: C5H12N2
Source: the OMol25 dataset
Level of theory: ωB97M-V with the def2-TZVPD basis set

Output
SMILES: NC[C@@H]1CCCN1
gap between HOMO and LUMO: 9.62 eV
HOMO energy: -8.61 eV
lowest unoccupied orbital energy: 1.0 eV

Geometry as ORCA input:
```
! RIJCOSX wB97M-V def2-TZVPD def2/J DEFGRID3
* xyz 0 1
N 2.538 -0.254 0.724
C 1.540 0.426 -0.094
C 0.179 0.382 0.542
C -0.401 -1.069 0.482
C -1.804 -0.826 -0.110
C -1.583 0.321 -1.074
N -0.825 1.216 -0.247
H 3.470 0.018 0.433
H 2.558 -1.247 0.509
H 1.408 -0.088 -1.065
H 1.865 1.402 -0.469
H 0.061 0.744 1.554
H -0.482 -1.499 1.479
H 0.176 -1.669 -0.223
H -2.121 -1.748 -0.605
H -2.648 -0.615 0.567
H -2.556 0.654 -1.459
H -1.075 -0.055 -1.980
H -0.254 1.942 -0.659
*
```

***

B.
Formula: C5H12N2
Source: the OMol25 dataset
Level of theory: ωB97M-V with the def2-TZVPD basis set

Output
SMILES: [H]/N=C\NCCCC
gap between HOMO and LUMO: 10.19 eV
HOMO energy: -9.21 eV
lowest unoccupied orbital energy: 1.0 eV

Geometry as ORCA input:
```
! RIJCOSX wB97M-V def2-TZVPD def2/J DEFGRID3
* xyz 0 1
H -3.180 -0.678 -1.331
N -3.317 -1.140 -0.428
C -2.244 -1.148 0.242
N -0.996 -0.670 -0.166
C 0.132 -0.985 0.703
C 1.483 -0.385 0.239
C 1.427 0.842 -0.661
C 0.651 2.014 -0.031
H -2.271 -1.499 1.273
H -0.802 -0.943 -1.121
H 0.277 -2.066 0.776
H -0.055 -0.664 1.729
H 2.066 -0.181 1.140
H 2.050 -1.173 -0.262
H 2.426 1.205 -0.897
H 0.919 0.552 -1.581
H -0.401 1.757 0.030
H 1.040 2.240 0.960
H 0.795 2.921 -0.615
*
```

***

Which of them is most stable? Easy: B.

***

A.
Formula: C5H15NO
Source: the OMol25 dataset
Level of theory: ωB97M-V with the def2-TZVPD basis set

Output
gap between HOMO and LUMO (spin up / spin down): 11.25 / 5.31 eV
HOMO energy (spin up / spin down): -14.78 / -14.74 eV
lowest unoccupied orbital energy (spin up / spin down): -3.5 / -9.4 eV

Geometry as ORCA input:
```
! RIJCOSX wB97M-V def2-TZVPD def2/J DEFGRID3
* xyz 1 2
C -1.081 0.493 -1.311
C -0.574 0.544 0.101
C 0.149 -0.774 0.499
C 0.583 -0.738 1.975
C -0.863 -1.936 0.364
N 0.013 0.350 -2.326
H -1.419 1.541 -1.425
H -1.889 -0.210 -1.492
H 0.162 1.336 0.155
H -1.414 0.769 0.766
H 1.016 -0.959 -0.177
H 1.192 -1.610 2.233
H -0.199 -0.490 2.694
H 1.342 0.046 2.040
H -0.351 -2.784 0.813
H -0.941 -2.235 -0.690
H -1.819 -1.685 0.821
H -0.203 1.143 -2.948
H -0.137 -0.385 -3.030
H 2.686 1.983 0.170
H 1.676 3.107 0.078
O 2.071 2.494 0.691
*
```

***

B.
Formula: C5H15NO
Source: the OMol25 dataset
Level of theory: ωB97M-V with the def2-TZVPD basis set

Output
gap between HOMO and LUMO (spin up / spin down): 11.51 / 5.59 eV
HOMO energy (spin up / spin down): -15.12 / -15.03 eV
lowest unoccupied orbital energy (spin up / spin down): -3.6 / -9.4 eV

Geometry as ORCA input:
```
! RIJCOSX wB97M-V def2-TZVPD def2/J DEFGRID3
* xyz 1 2
C 2.732 0.306 -1.539
C 2.033 0.043 -0.211
C 0.815 0.974 0.083
C 0.178 0.482 1.370
C -1.332 0.877 1.252
N -2.352 -0.218 1.435
H 3.519 -0.471 -1.628
H 3.205 1.306 -1.519
H 2.108 0.276 -2.417
H 1.745 -1.025 -0.047
H 2.757 0.053 0.635
H 0.240 0.782 -0.837
H 1.100 2.034 0.104
H 0.654 0.915 2.267
H 0.266 -0.622 1.484
H -1.635 1.263 0.292
H -1.576 1.663 1.984
H -2.471 -0.613 0.501
H -1.954 -1.071 1.842
H -1.199 -1.782 -1.112
H -2.591 -1.929 -1.474
O -1.731 -1.904 -1.929
*
```

***

Which of them is most stable? Easy: A.

***

A.
Formula: C7H12Si2
Source: the OMol25 dataset
Level of theory: ωB97M-V with the def2-TZVPD basis set

Output
gap between HOMO and LUMO: 7.99 eV
HOMO energy: -8.02 eV
lowest unoccupied orbital energy: 0.0 eV

Geometry as ORCA input:
```
! RIJCOSX wB97M-V def2-TZVPD def2/J DEFGRID3
* xyz 0 1
C 3.234 -0.364 -0.265
C 2.637 -1.061 0.788
C 2.413 0.401 -1.071
C 1.286 -0.791 1.187
C 1.096 0.620 -0.738
C 0.490 0.024 0.333
C -1.607 2.110 -0.073
Si -3.316 -1.576 -0.241
Si -1.228 0.487 0.892
H 4.115 -0.723 -0.742
H 3.365 -1.828 1.403
H 2.942 0.805 -1.931
H 0.688 -1.345 1.890
H 0.376 1.084 -1.414
H -0.566 2.624 -0.074
H -1.824 1.866 -1.140
H -2.358 2.816 0.340
H -2.527 -2.709 -0.229
H -3.558 -1.009 -1.628
H -4.607 -1.948 0.409
H -1.049 0.516 2.303
*
```

***

B.
Formula: C7H12Si2
Source: the OMol25 dataset
Level of theory: ωB97M-V with the def2-TZVPD basis set

Output
SMILES: C[Si@@H]([SiH3])c1ccccc1
gap between HOMO and LUMO: 9.60 eV
HOMO energy: -9.04 eV
lowest unoccupied orbital energy: 0.6 eV

Geometry as ORCA input:
```
! RIJCOSX wB97M-V def2-TZVPD def2/J DEFGRID3
* xyz 0 1
C -1.735 1.689 -0.888
Si -1.198 0.523 0.511
Si -3.076 -1.192 0.727
C 0.560 0.032 0.237
C 1.468 -0.105 1.310
C 2.841 -0.306 1.009
C 3.308 -0.428 -0.300
C 2.397 -0.445 -1.347
C 1.065 -0.224 -1.059
H -1.835 2.646 -0.495
H -0.907 1.762 -1.679
H -2.666 1.185 -1.470
H -1.188 0.946 2.016
H -4.421 -0.357 0.781
H -3.352 -2.302 1.804
H -3.362 -1.900 -0.555
H 1.236 0.230 2.288
H 3.554 -0.223 1.809
H 4.377 -0.670 -0.513
H 2.659 -0.650 -2.338
H 0.274 -0.211 -1.851
*
```

***

Which of them is most stable? Easy: B.

***

A.
Formula: C2H2NO3S
Source: the OMol25 dataset
Level of theory: ωB97M-V with the def2-TZVPD basis set

Output
SMILES: O=[N+]([O-])CC([O-])=S
gap between HOMO and LUMO: 7.40 eV
HOMO energy: -3.83 eV
lowest unoccupied orbital energy: 3.6 eV

Geometry as ORCA input:
```
! RIJCOSX wB97M-V def2-TZVPD def2/J DEFGRID3
* xyz -1 1
O 1.530 -0.993 0.969
N 1.244 -0.309 -0.029
O 1.947 -0.374 -1.051
C 0.150 0.601 0.047
C -1.216 -0.393 -0.051
O -1.064 -1.565 0.032
S -2.758 0.419 -0.132
H 0.158 1.232 0.928
H 0.010 1.382 -0.713
*
```

***

B.
Formula: C2H2NO3S
Source: the OMol25 dataset
Level of theory: ωB97M-V with the def2-TZVPD basis set

Output
gap between HOMO and LUMO: 7.69 eV
HOMO energy: -3.98 eV
lowest unoccupied orbital energy: 3.7 eV

Geometry as ORCA input:
```
! RIJCOSX wB97M-V def2-TZVPD def2/J DEFGRID3
* xyz -1 1
C -0.932 -0.616 0.752
C -0.017 0.500 0.410
N 0.939 0.037 -1.281
O -1.390 -1.442 -0.011
O 1.888 -0.696 -1.162
O 0.492 0.529 -2.287
S -1.282 -0.364 2.400
H 0.817 0.645 1.079
H -0.515 1.406 0.101
*
```

***

C.
Formula: C2H2NO3S
Source: the OMol25 dataset
Level of theory: ωB97M-V with the def2-TZVPD basis set

Output
SMILES: O=S(=O)([O-])C1=NC1
gap between HOMO and LUMO: 9.84 eV
HOMO energy: -5.60 eV
lowest unoccupied orbital energy: 4.2 eV

Geometry as ORCA input:
```
! RIJCOSX wB97M-V def2-TZVPD def2/J DEFGRID3
* xyz -1 1
O -1.919 -0.404 0.696
S -1.319 -0.257 -0.633
O -1.533 -1.413 -1.554
O -1.389 1.043 -1.213
C 0.385 -0.369 -0.080
N 1.592 -0.882 0.081
C 1.222 0.427 0.756
H 1.776 1.259 0.126
H 1.183 0.596 1.821
*
```

***

Which of them is most stable? Easy: C.